[1]
The following is a DFT calculation (the ωB97M-V functional and the def2-TZVPD basis) of C6H5AsCuF14O4Pt2 as an isolated structure in a non-equilibrium geometry.

The geometry in XYZ format:
```
33
Properties=species:S:1:pos:R:3:forces:R:3:mulliken_charge:R:1
Pt 4.083 4.319 0.566 -0.6352 -0.2700 -0.7731 1.614
Pt 0.643 2.813 1.929 0.1977 -0.0337 -0.4056 0.880
Cu 4.343 1.404 -2.626 -0.2738 0.5321 -0.4343 0.828
As 3.123 5.058 -2.818 -2.4842 1.5967 -2.6261 1.959
F 3.809 3.478 -3.223 0.3526 -0.6847 0.7457 -0.419
F 1.905 4.293 -1.824 0.6812 -0.6355 0.5504 -0.501
F 2.500 6.531 -2.233 0.4363 -0.0078 0.3157 -0.427
F 4.320 5.816 -3.722 0.7395 -0.1859 0.5918 -0.386
F 2.102 4.985 -4.157 -0.1798 -0.3375 0.0408 -0.420
F 4.268 5.080 -1.344 0.8109 -0.1766 0.9558 -0.523
O 2.240 1.195 -1.661 -0.0866 0.1544 1.4712 -0.337
C 2.295 1.882 -0.514 -0.7062 1.9765 0.2501 0.862
O 1.268 1.861 0.201 -0.0462 -0.3604 0.2895 -0.674
O 3.321 2.604 -0.342 1.2213 -0.7569 0.0354 -0.689
H 1.325 0.853 -1.585 0.1200 -0.5723 -1.0713 0.233
C -3.266 -3.160 1.685 -2.6187 -0.2151 -2.1674 -0.852
C -2.066 -3.822 2.577 0.2627 2.0434 1.0257 1.006
C -1.844 -5.298 2.163 0.4162 -1.7161 0.0985 0.225
F -2.944 -6.001 2.376 -0.2251 0.4243 -0.0318 -0.188
F -1.437 -5.451 0.915 -0.1184 0.5881 -0.0134 -0.168
F -1.001 -3.052 2.379 0.1676 -0.5608 -0.2275 -0.208
F -2.405 -3.711 3.837 -0.0203 -0.4493 -0.0573 -0.164
O -3.286 -1.812 1.647 1.0511 0.2418 0.7959 -0.220
C -2.951 -1.089 0.472 -1.0741 0.4132 -1.6346 0.672
C -1.478 -1.141 0.010 0.9120 -0.3754 0.1592 0.298
F -1.170 -2.409 -0.334 -0.1575 0.0011 0.3142 -0.251
F -1.269 -0.377 -1.079 -0.5614 0.1598 0.1473 -0.234
F -3.743 -1.546 -0.501 0.3179 -0.2539 0.1030 -0.234
F -3.280 0.176 0.687 0.2535 -0.1964 0.6225 -0.237
H -4.209 -3.467 2.177 0.5416 -0.1794 0.8032 0.523
H -3.339 -3.607 0.687 0.8256 -0.0629 0.0069 0.474
H -1.054 -5.632 2.867 0.0051 0.1262 -0.0438 0.299
H -0.801 -0.774 0.787 -0.1254 -0.2272 0.1635 0.258
```
Forces are in eV/Å.

Output
- Energy above the lowest of the compared OMol25 structures with the same formula, charge and spin: 0.0 kJ/mol
- Gap between HOMO and LUMO (alpha / beta): 7.41 / 5.44 eV
- HOMO energy (alpha / beta): -20.0602 / -20.0625 eV
- Lowest unoccupied orbital energy (alpha / beta): -12.654 / -14.618 eV
- Net charge: +3
- Spin multiplicity: 5

[2]
The following is a DFT calculation (the ωB97M-V functional and the def2-TZVPD basis) of C20H58BN4O9Zr as an isolated structure in a non-equilibrium geometry.

The geometry in XYZ format:
```
93
Properties=species:S:1:pos:R:3:forces:R:3:mulliken_charge:R:1
Zr 2.726 0.138 -1.441 -0.0393 -0.2765 -0.3136 0.958
B 0.921 -0.178 -0.143 -1.1605 -0.2081 0.9593 2.558
H 1.784 -0.325 0.487 3.5434 -0.2987 2.3727 0.061
H 0.952 -0.965 -0.881 -0.2085 -3.0416 -3.0354 -0.452
H 0.069 -0.193 0.519 -2.9704 -0.1387 1.9646 -1.500
H 0.977 0.779 -0.639 -0.0266 3.7518 -1.6887 0.022
O 3.339 2.041 -0.445 0.7990 -2.2001 -0.5563 -0.780
C 4.385 1.868 0.528 -0.7245 -1.6746 -0.2883 -0.486
C 5.031 0.368 0.494 -0.0689 0.7646 0.2238 -0.313
O 4.292 -0.664 -0.125 -1.5084 1.7602 -1.7147 -0.797
H 4.018 1.990 1.547 -0.7587 -0.0909 0.1636 0.246
H 5.135 2.659 0.511 0.4141 -0.0618 -0.7753 0.397
H 5.177 0.061 1.530 0.1127 0.1611 0.4154 0.273
H 6.033 0.404 0.065 0.2083 0.1562 -0.2909 0.327
O 1.443 0.907 -3.088 1.6695 -1.6730 1.3433 -0.850
C 1.144 -0.024 -4.103 1.3214 -0.3736 -0.8300 -0.478
C 1.719 -1.520 -3.901 -0.3029 -0.2644 1.7578 0.332
O 2.625 -1.625 -2.795 -0.0401 2.5021 0.6335 -0.838
H 1.625 0.287 -5.030 0.2715 0.3902 -0.2925 0.300
H 0.088 0.043 -4.368 -0.3958 -0.5746 0.4015 0.335
H 2.157 -2.074 -4.731 0.6304 1.1164 -0.8975 0.450
H 0.931 -2.257 -3.739 -0.9688 0.2538 0.6578 -0.542
C -4.130 4.391 -3.815 -0.7506 -0.5617 -0.1158 -1.339
C -4.786 3.848 -2.523 0.6818 0.5453 -0.4683 0.406
C -4.136 2.555 -2.024 0.8976 -0.2078 -0.5501 -0.813
O -2.676 2.570 -2.036 -1.6023 0.9701 0.6327 -0.265
C -2.064 1.379 -1.561 -0.1228 0.1531 -0.9512 -0.695
N -4.792 4.917 -1.547 0.5623 -0.3774 1.2347 -0.736
H -3.063 4.601 -3.745 0.0239 -0.4659 0.3686 0.246
H -4.576 5.357 -4.052 -0.3175 -0.0723 -0.1923 0.436
H -4.325 3.692 -4.629 0.2243 0.1143 -0.2860 0.352
H -5.835 3.574 -2.630 -0.0882 -0.1262 -0.7491 0.257
H -4.494 1.805 -2.730 0.2134 -0.4201 -0.1911 0.484
H -4.554 2.259 -1.062 0.2363 0.1846 0.3967 0.303
H -0.989 1.533 -1.648 -0.0455 -0.1232 -0.1347 0.014
H -2.390 0.602 -2.253 0.2306 -0.5757 0.2215 0.582
H -2.283 1.108 -0.528 -0.3767 0.1206 0.0931 0.224
H -3.876 4.821 -1.133 0.2318 0.6527 0.5681 0.267
H -4.826 5.822 -1.993 0.0244 0.0230 -0.0602 0.269
C -1.318 -3.661 -2.173 0.6850 -0.1765 0.8059 -1.461
C -0.104 -4.166 -1.367 -1.2557 1.3146 3.5748 1.561
C -0.383 -4.879 0.021 -0.8882 0.2709 -1.5633 -1.240
O -1.050 -4.005 0.924 1.0591 -0.4690 0.3952 -0.424
C -1.629 -4.700 2.024 -0.6731 0.1018 -0.7632 -1.104
N 0.709 -4.994 -2.117 1.2320 -1.4530 -2.2001 -0.761
H -2.081 -4.431 -2.286 -0.0881 0.0573 0.0607 0.341
H -0.975 -3.355 -3.161 -0.0001 -0.0305 -0.0533 0.516
H -1.692 -2.765 -1.676 -0.3573 -0.1516 -0.0279 0.154
H 0.484 -3.312 -1.031 -0.1962 0.7516 -0.0782 -0.551
H 0.548 -5.303 0.396 0.3495 0.4684 0.3542 0.308
H -1.002 -5.760 -0.152 -0.4454 -0.1657 -0.1333 0.416
H -0.948 -5.283 2.645 0.2820 -0.0412 -0.2691 0.360
H -2.378 -5.330 1.544 -0.2346 -0.4904 0.5611 0.399
H -2.134 -3.979 2.667 0.0686 0.0724 -0.0839 0.331
H 1.612 -5.132 -1.687 0.1116 -0.0938 0.3295 0.346
H 0.924 -4.388 -2.896 0.4124 -0.4254 -0.7519 0.395
C 1.613 -4.006 3.369 -0.1016 1.3549 0.5806 -1.344
C 2.435 -2.774 2.838 -0.0640 -1.9739 -1.2583 2.095
C 2.867 -1.741 3.852 -2.2532 -0.5501 0.5548 -0.860
O 1.749 -1.080 4.479 0.4711 0.9501 -0.7093 -0.467
C 1.054 -0.179 3.587 -0.6546 -1.0466 0.0525 -0.177
N 3.669 -3.303 2.203 -0.9276 0.0894 -0.0112 -0.787
H 1.139 -4.668 2.645 0.6513 0.2765 -0.5205 0.112
H 0.763 -3.627 3.936 -0.0190 0.1657 0.2877 0.347
H 2.200 -4.615 4.058 0.2186 -0.0254 0.0163 0.423
H 1.847 -2.317 2.042 -0.0132 0.1321 -0.0625 -1.019
H 3.514 -1.036 3.330 0.3279 0.1219 0.3903 0.369
H 3.291 -2.354 4.647 0.7175 0.5981 0.2287 0.403
H 0.337 0.408 4.162 0.3847 0.1254 0.2603 0.254
H 0.433 -0.750 2.898 -0.0628 -0.2101 -0.1165 0.019
H 1.658 0.456 2.938 0.5731 0.1061 0.3929 0.190
H 4.234 -3.713 2.933 0.3423 -0.0074 0.0486 0.303
H 4.152 -2.512 1.801 0.4192 -0.0080 -0.3175 0.183
C -0.028 5.212 -0.428 -1.6298 1.7542 -0.5878 -1.457
C -0.332 4.586 0.916 -0.0993 -1.1375 -0.4865 0.178
C -1.245 3.299 0.945 0.7204 1.4474 -0.3712 1.698
O -1.613 3.103 2.317 -0.0549 0.9790 -0.9989 -0.477
C -2.337 1.938 2.524 0.6077 -1.3993 -0.2047 -0.224
N 0.986 4.235 1.302 1.5147 -1.1496 1.6680 -0.754
H 0.325 4.531 -1.203 -0.1136 -0.2074 0.2046 0.264
H 0.692 6.024 -0.325 0.5404 -0.4593 0.3871 0.437
H -0.853 5.816 -0.804 -0.6288 -0.4929 -0.4464 0.378
H -0.675 5.249 1.710 -0.5623 0.4221 -0.4766 0.491
H -0.712 2.447 0.523 0.6757 -0.2656 0.5163 -0.865
H -2.012 3.391 0.176 -1.2024 0.3097 0.6735 -0.448
H -1.691 1.079 2.345 0.2453 -0.3514 -0.1421 -0.143
H -3.149 1.804 1.809 -0.5173 0.3012 0.2338 0.209
H -2.617 1.817 3.570 -0.3823 0.5193 -0.1099 0.315
H 0.882 3.697 2.150 0.4002 -0.1159 0.5871 0.362
H 1.295 3.536 0.642 0.6706 -0.1223 -0.3320 0.101
O -2.031 -1.595 1.612 -0.6524 0.5597 0.5167 -0.686
H -1.646 -2.457 1.453 0.3411 -0.1590 -0.4495 0.747
H -1.550 -1.007 1.030 0.2360 0.1159 -0.1821 0.032
```
Forces are in eV/Å.

Output
- Gap between HOMO and LUMO: 8.59 eV
- HOMO energy: -5.9580 eV
- Lowest unoccupied orbital energy: 2.636 eV
- Net charge: -1

Number 1: calculated total energy -164471.557 eV. Number 2: calculated total energy -48023.257 eV.